ORCA calculation (ωB97M-V with the def2-TZVPD basis set) on a molecular structure, C24H42N2OP2Pt in a non-equilibrium geometry.

Properties
Expectation value of S²   6.066
ΔE to the lowest compared entry with this formula, charge and spin   50.93 kcal/mol
HOMO level (alpha / beta)   -3.3 / -7.4 eV
Total charge   0
Multiplicity   5
LUMO (alpha / beta)   0.40 / -1.81 eV
Total energy   -52413.17458 eV

Structure (XYZ):
```
72
Properties=species:S:1:pos:R:3:lowdin_charge:R:1
Pt 0.331 -0.552 -0.066 0.966
P 2.434 -1.105 -0.896 0.704
P -2.103 -0.928 -0.552 0.796
N 0.238 1.172 -1.028 -0.116
H 1.085 -1.652 0.633 -0.058
C 2.375 -2.416 -2.160 -0.233
H 3.357 -2.905 -2.193 0.056
H 2.195 -1.937 -3.132 0.041
H 1.592 -3.153 -1.931 0.038
C 3.709 -1.537 0.323 -0.241
H 4.658 -1.722 -0.205 0.055
H 3.421 -2.445 0.880 0.045
H 3.850 -0.685 1.012 0.056
C 3.189 0.306 -1.755 -0.240
H 4.282 0.154 -1.789 0.056
H 2.943 1.240 -1.226 0.053
H 2.798 0.371 -2.783 0.042
C -3.021 -2.180 -1.570 -0.265
H -4.102 -1.979 -1.756 0.057
H -2.925 -3.198 -1.152 0.035
H -2.547 -2.198 -2.566 0.036
C -3.004 -0.861 1.070 -0.231
H -4.099 -1.000 0.994 0.057
H -2.774 0.107 1.543 0.013
H -2.565 -1.627 1.717 0.017
C -2.855 0.521 -1.442 -0.278
H -3.953 0.604 -1.318 0.058
H -2.626 0.418 -2.519 0.038
H -2.392 1.457 -1.106 -0.002
C 0.172 1.393 -2.348 -0.433
C 0.126 0.978 -4.739 -0.078
C 0.095 0.464 -3.444 -0.061
C 0.220 2.796 -2.552 -0.035
C 0.242 3.309 -3.826 -0.070
C 0.212 2.385 -4.905 -0.077
H 0.085 0.287 -5.610 0.116
H 0.018 -0.608 -3.204 0.094
H 0.278 3.352 -1.601 0.123
H 0.275 4.401 -3.958 0.111
H 0.247 2.782 -5.923 0.098
C -0.106 -3.573 1.046 -0.675
O -0.810 -3.214 0.070 -0.240
C 1.122 -4.364 0.734 -0.108
H 1.763 -4.263 1.677 0.079
H 1.728 -4.037 -0.125 0.021
H 0.639 -5.380 0.538 0.091
C -0.325 -3.071 2.431 -0.116
H -1.278 -3.547 2.722 0.076
H -0.388 -1.977 2.582 0.036
H 0.567 -3.424 2.967 0.063
C -3.096 2.976 1.309 -0.093
N -2.004 2.143 1.800 -0.302
C -1.983 2.089 3.265 -0.080
C -0.748 2.373 1.131 -0.217
C 0.401 1.707 1.824 -0.275
C 1.193 2.539 2.602 -0.055
C 2.152 2.001 3.458 -0.087
C 2.298 0.619 3.541 -0.090
C 1.622 -0.187 2.630 -0.151
C 0.767 0.379 1.686 -0.278
H -2.877 4.021 1.599 0.085
H -4.033 2.640 1.780 0.086
H -3.193 2.886 0.215 0.071
H -3.009 1.854 3.601 0.085
H -1.356 1.259 3.629 0.090
H -1.632 3.068 3.652 0.092
H -0.806 2.044 0.069 0.044
H -0.558 3.459 1.143 0.116
H 1.033 3.611 2.534 0.110
H 2.719 2.654 4.110 0.097
H 2.952 0.168 4.287 0.104
H 1.789 -1.256 2.578 0.073
```